1.
14
Properties=species:S:1:pos:R:3:forces:R:3:mulliken_charge:R:1 method="wB97M-V/def2-TZVPD" orbital_gap_ev=9.15 smiles="O=S(=O)([O-])OC[C@@H]1CO1" e_tot_ev=-24262.2884 de_lowest_ev=4.693 max_force_ha_per_bohr=0.05034 total_charge=-1 lumo_energy_ev=3.777
O 2.361 0.029 1.223 0.162 0.017 0.141 -0.698
S 2.023 -0.679 0.003 -0.479 0.105 0.165 1.190
O 1.278 -1.901 0.220 -0.002 -0.180 0.093 -0.645
O 3.050 -0.742 -0.995 0.383 -0.095 -0.281 -0.636
O 0.924 0.324 -0.741 0.074 0.148 -0.095 -0.319
C 0.069 1.049 0.083 -0.607 -0.119 0.156 -0.836
C -1.405 0.765 -0.228 -1.102 -0.066 0.150 0.458
C -1.982 -0.686 0.176 2.536 0.477 -0.209 -0.807
O -1.629 -0.059 -1.244 0.509 -0.302 0.079 -0.375
H 0.244 0.808 1.129 0.144 0.311 0.219 0.419
H 0.213 2.119 -0.086 0.121 0.126 0.085 0.339
H -2.084 1.596 -0.029 -0.110 -0.031 -0.185 0.360
H -1.015 -0.913 0.674 0.305 -0.405 -0.521 0.178
H -2.048 -1.711 -0.185 -1.934 0.015 0.204 0.374

---

2.
12
Properties=species:S:1:pos:R:3:forces:R:3:mulliken_charge:R:1 method="wB97M-V/def2-TZVPD" orbital_gap_ev=10.40 smiles="C=CC.O" e_tot_ev=-5287.0401 de_lowest_ev=1.110 max_force_ha_per_bohr=0.03798 total_charge=0 lumo_energy_ev=0.890
C 0.476 -0.179 -2.003 -1.574 0.040 0.278 -0.706
C -0.093 0.303 -0.882 1.734 -0.817 -0.375 0.177
C 0.804 0.434 0.338 -0.533 0.452 0.404 -1.200
H -0.135 -0.351 -2.896 0.386 0.093 0.228 0.252
H 1.513 -0.535 -2.019 -0.372 0.394 0.019 0.250
H -1.147 0.555 -0.706 0.470 -0.148 -0.688 0.273
H 1.693 1.058 0.151 -0.425 -0.217 0.049 0.378
H 1.134 -0.536 0.748 -0.248 0.357 -0.214 0.311
H 0.172 0.937 1.089 0.879 0.120 0.064 0.324
O -1.384 -0.873 1.824 -0.495 0.888 0.858 -0.601
H -0.961 0.015 1.831 -0.541 -1.091 0.129 0.235
H -2.072 -0.826 2.526 0.719 -0.072 -0.751 0.307

---

3.
68
Properties=species:S:1:pos:R:3:forces:R:3:mulliken_charge:R:1 method="wB97M-V/def2-TZVPD" orbital_gap_ev="6.05 / 6.01" e_tot_ev=-64621.3455 de_lowest_ev=2.651 max_force_ha_per_bohr=0.05227 total_charge=+1 lumo_energy_ev="-3.353 / -3.353"
Pt 2.427 -2.141 1.347 2.228 -0.562 1.394 1.203
C -5.040 -1.316 -0.930 0.134 -0.010 -0.217 -1.015
C -3.793 -1.487 -1.793 -0.638 -0.035 0.003 -1.042
N -2.594 -1.174 -1.043 0.234 -0.235 0.107 0.173
C -2.035 -2.169 -0.303 0.397 0.287 0.016 -0.240
C -0.902 -2.031 0.425 0.444 -0.264 0.322 0.206
C -0.470 -3.243 1.281 -0.076 0.354 -0.437 0.039
O -1.365 -3.759 1.933 -0.540 -0.219 0.323 -0.661
O 0.733 -3.612 1.213 0.140 0.201 -0.190 -0.815
C -0.200 -0.779 0.446 0.318 -0.273 0.401 1.317
O 0.845 -0.560 1.110 -1.031 0.277 -0.691 -1.102
C -0.840 0.294 -0.306 -0.333 0.536 -0.166 0.338
C -0.271 1.575 -0.326 -0.305 0.020 -0.152 -0.676
C -0.915 2.628 -0.933 0.298 -0.186 0.123 0.364
F -0.290 3.833 -0.968 -0.148 -0.142 0.001 -0.344
C -2.177 2.477 -1.520 -0.074 -0.769 0.117 -1.298
C -2.715 1.192 -1.550 0.121 0.383 -0.100 -0.296
C -2.067 0.090 -0.983 0.557 0.245 0.075 0.104
N -2.957 3.541 -2.029 0.078 0.086 0.083 0.292
C -2.645 4.901 -1.629 0.126 0.096 0.166 -0.765
C -3.855 5.789 -1.982 0.505 0.414 0.115 -0.676
N -5.029 4.899 -2.168 -0.419 0.062 0.297 -0.131
C -4.870 4.094 -3.406 0.164 -0.499 -0.597 -0.735
C -3.450 3.484 -3.390 0.087 0.035 -0.113 -0.663
H -5.927 -1.584 -1.497 -0.144 -0.018 -0.032 0.390
H -5.136 -0.289 -0.585 -0.046 0.088 0.079 0.295
H -4.973 -1.967 -0.062 -0.051 -0.013 0.090 0.353
H -3.835 -0.865 -2.690 0.067 -0.146 0.049 0.454
H -3.722 -2.527 -2.115 0.086 0.117 -0.080 0.478
H -2.543 -3.122 -0.311 -0.130 -0.040 -0.004 0.509
H 0.696 1.728 0.129 0.066 -0.007 0.101 0.598
H -3.678 1.074 -2.016 -0.190 -0.064 0.046 0.619
H -1.747 5.309 -2.108 -0.139 -0.029 0.006 0.445
H -2.471 4.902 -0.552 -0.022 0.075 -0.076 0.489
H -3.697 6.333 -2.915 -0.142 -0.070 0.063 0.340
H -4.064 6.509 -1.190 -0.050 -0.089 -0.114 0.364
H -5.909 5.426 -2.177 0.212 -0.184 0.051 0.335
H -5.024 4.238 -1.377 -0.140 0.161 -0.181 0.378
H -5.007 4.744 -4.271 -0.095 0.055 0.144 0.363
H -5.636 3.320 -3.422 -0.035 0.119 0.111 0.416
H -2.791 4.043 -4.066 -0.019 -0.030 -0.039 0.322
H -3.482 2.453 -3.739 -0.008 0.125 0.012 0.474
C 0.255 -2.118 6.553 -0.555 0.144 0.345 -0.851
N 1.200 -2.214 5.476 0.205 -0.066 -0.475 0.156
C 2.556 -2.262 5.609 0.485 -0.019 -0.248 -0.245
C 3.068 -2.281 4.347 0.378 0.009 0.447 -0.515
N 2.039 -2.234 3.459 0.000 0.076 -1.514 -0.436
C 0.928 -2.201 4.162 -0.412 0.003 -0.247 -0.179
H 0.759 -2.349 7.489 -0.035 -0.027 -0.050 0.296
H -0.570 -2.815 6.409 0.094 -0.016 -0.011 0.338
H -0.149 -1.106 6.610 0.021 -0.046 0.064 0.318
H 3.041 -2.276 6.565 0.039 -0.031 0.146 0.402
H 4.088 -2.342 4.024 0.155 0.033 -0.086 0.461
H -0.066 -2.197 3.758 -0.163 -0.024 -0.069 0.380
Cl 10.106 -2.160 -2.419 0.094 0.032 -0.077 -0.204
C 8.550 -2.120 -1.669 -0.250 0.006 0.108 0.409
C 8.456 -2.281 -0.293 0.084 -0.003 -0.120 -0.673
C 7.212 -2.280 0.303 -0.249 -0.046 -0.060 -0.280
C 6.063 -2.129 -0.469 0.224 0.011 -0.169 0.001
C 6.172 -1.944 -1.842 -0.102 -0.046 0.232 -0.300
C 7.414 -1.939 -2.447 0.164 -0.023 -0.092 -0.650
C 4.735 -2.172 0.176 0.131 0.033 0.251 1.031
O 4.663 -2.366 1.421 -0.812 0.145 0.396 -0.577
O 3.677 -2.002 -0.490 -1.115 0.005 0.186 -0.752
H 9.350 -2.420 0.293 0.101 0.006 0.050 0.410
H 7.109 -2.412 1.369 0.028 -0.023 0.082 0.432
H 5.266 -1.817 -2.413 -0.031 0.002 -0.141 0.426
H 7.508 -1.810 -3.514 0.034 0.012 -0.056 0.405

---

4.
64
Properties=species:S:1:pos:R:3:forces:R:3:mulliken_charge:R:1 method="wB97M-V/def2-TZVPD" orbital_gap_ev=7.77 e_tot_ev=-47566.1188 de_lowest_ev=0.154 max_force_ha_per_bohr=0.01048 total_charge=0 lumo_energy_ev=0.270
Pt 0.430 -0.032 -0.049 -0.043 -0.474 -0.253 1.638
N -1.571 -0.869 -0.502 -0.066 0.117 -0.013 -0.792
C -2.466 -0.236 -1.498 -0.012 0.109 -0.010 -0.650
C -3.214 1.004 -1.014 0.068 -0.089 -0.021 -0.779
C -2.348 2.180 -0.569 0.053 -0.110 -0.027 -0.714
N -1.981 2.033 0.841 -0.134 -0.024 0.050 -0.381
H -1.342 -1.803 -0.834 0.035 -0.002 0.015 0.281
H -2.079 -0.988 0.369 0.045 0.085 0.075 0.308
H -3.204 -0.962 -1.851 0.004 -0.041 0.021 0.367
H -1.844 0.031 -2.351 -0.049 0.042 -0.019 0.206
H -3.896 0.744 -0.197 0.004 -0.052 -0.011 0.363
H -3.847 1.307 -1.852 -0.006 0.051 0.012 0.378
H -2.878 3.118 -0.768 -0.021 0.002 -0.032 0.437
H -1.431 2.197 -1.164 0.042 0.007 0.050 0.220
H -2.771 2.281 1.426 0.043 0.034 0.020 0.202
H -1.213 2.643 1.090 0.028 0.004 -0.062 0.228
C -0.847 0.237 6.233 0.000 0.003 -0.014 -0.478
C -1.168 0.992 5.112 0.011 -0.024 0.016 -0.527
C -0.653 0.643 3.874 0.011 0.014 -0.036 -0.188
C 0.197 -0.455 3.748 -0.063 0.000 -0.055 0.555
C 0.509 -1.213 4.873 0.023 -0.003 0.031 -0.519
C -0.012 -0.865 6.112 0.005 -0.017 -0.002 -0.594
P 0.886 -0.779 2.097 0.212 0.191 0.148 -0.082
C 1.397 -2.525 2.107 -0.153 0.001 -0.017 0.490
C 2.718 -2.901 1.899 0.060 0.003 -0.037 -0.394
C 3.051 -4.243 1.768 0.003 -0.027 0.015 -0.672
C 2.069 -5.219 1.843 0.014 0.021 -0.011 -0.507
C 0.746 -4.850 2.054 -0.016 0.021 -0.008 -0.697
C 0.414 -3.510 2.182 -0.038 -0.061 0.012 -0.402
C 2.399 0.175 1.873 -0.075 0.040 0.031 0.030
C 3.490 0.505 2.662 0.010 -0.011 -0.040 -0.160
C 4.485 1.286 2.090 -0.001 0.020 -0.077 -0.699
C 4.360 1.711 0.767 0.016 -0.034 0.080 -0.598
C 3.252 1.378 -0.005 -0.027 -0.024 -0.028 -0.560
C 2.233 0.598 0.544 0.073 0.201 0.112 -0.264
H -1.252 0.505 7.200 0.000 0.000 0.003 0.381
H -1.824 1.848 5.204 -0.001 0.002 0.004 0.408
H -0.909 1.210 2.985 -0.002 -0.049 0.031 0.158
H 1.158 -2.076 4.783 0.002 -0.004 -0.009 0.392
H 0.236 -1.456 6.984 -0.002 0.002 0.003 0.402
H 3.489 -2.145 1.811 -0.031 -0.007 0.020 0.364
H 4.084 -4.522 1.598 -0.020 -0.013 0.006 0.436
H 2.326 -6.263 1.724 0.008 0.000 -0.001 0.404
H -0.026 -5.606 2.105 -0.003 0.000 0.006 0.407
H -0.623 -3.227 2.333 0.004 -0.009 0.012 0.375
H 3.565 0.170 3.690 -0.010 0.004 -0.003 0.489
H 5.356 1.568 2.667 -0.004 0.008 -0.003 0.398
H 5.143 2.327 0.339 -0.007 -0.005 -0.014 0.394
H 3.181 1.745 -1.022 0.028 0.021 0.017 0.343
C 0.919 0.077 -2.102 -0.063 0.100 0.074 -1.509
C 1.130 -1.374 -2.346 -0.075 -0.003 -0.029 0.295
C 0.139 -2.165 -2.945 0.025 0.004 0.000 -0.634
C 0.242 -3.545 -2.995 0.005 0.001 0.003 -0.691
C 1.363 -4.178 -2.466 0.000 -0.004 -0.002 0.419
C 2.393 -3.403 -1.923 0.032 -0.022 0.000 -0.695
C 2.277 -2.032 -1.874 0.012 0.022 0.016 -0.062
C 1.461 -5.610 -2.467 -0.020 0.016 -0.022 -0.041
N 1.530 -6.758 -2.460 0.009 0.004 0.014 -0.558
H 0.138 0.474 -2.753 0.017 0.032 0.009 0.537
H 1.825 0.662 -2.255 0.021 -0.061 -0.019 0.669
H -0.735 -1.683 -3.368 0.012 -0.022 -0.014 0.440
H -0.544 -4.139 -3.444 -0.001 0.001 -0.006 0.497
H 3.270 -3.893 -1.522 0.004 0.003 0.000 0.480
H 3.060 -1.444 -1.409 0.004 0.004 -0.009 0.457

---

5.
24
Properties=species:S:1:pos:R:3:forces:R:3:mulliken_charge:R:1 method="wB97M-V/def2-TZVPD" orbital_gap_ev=9.94 smiles="Cc1ccccc1.CC(N)=O" e_tot_ev=-13080.8492 de_lowest_ev=1.223 max_force_ha_per_bohr=0.08273 total_charge=0 lumo_energy_ev=0.767
C -0.795 -2.029 -0.836 0.876 2.499 0.678 -1.032
C 0.333 -1.620 0.108 1.519 -2.356 0.669 0.158
C 0.654 -0.330 0.496 -0.388 -0.303 -0.957 0.576
C 1.801 -0.018 1.195 1.381 0.661 1.812 0.095
C 2.633 -1.017 1.755 -1.869 0.855 -1.040 -0.706
C 2.249 -2.294 1.423 2.085 -2.241 -0.187 -0.387
C 1.227 -2.619 0.553 -1.256 0.719 0.029 -0.521
H -1.182 -1.012 -0.986 -1.054 -0.510 -0.498 0.198
H -1.540 -2.692 -0.366 0.487 0.095 -0.639 0.331
H -0.323 -2.278 -1.797 -0.597 -0.662 0.348 0.312
H -0.002 0.406 0.090 0.015 0.404 0.140 -0.517
H 2.104 1.018 1.450 -0.641 -0.509 -0.470 0.294
H 3.472 -0.808 2.403 0.008 0.079 -0.174 0.394
H 2.954 -3.117 1.680 -0.736 0.515 0.167 0.255
H 1.024 -3.643 0.243 0.310 0.070 0.191 0.360
C -0.769 2.518 -0.152 1.070 1.824 0.573 -0.942
C -1.507 2.620 -1.436 -3.130 -2.520 -1.396 0.779
N -2.881 2.442 -1.237 -0.354 0.103 0.675 -0.473
O -1.161 2.653 -2.603 1.527 0.969 0.955 -0.615
H 0.205 2.107 -0.300 0.694 0.157 -0.352 0.267
H -1.198 1.965 0.690 -0.564 0.195 -0.568 0.290
H -0.634 3.569 0.182 0.043 -0.512 0.053 0.413
H -3.470 2.354 -2.050 0.391 0.134 -0.322 0.239
H -3.193 1.823 -0.505 0.185 0.334 0.313 0.232

---

6.
44
Properties=species:S:1:pos:R:3:forces:R:3:mulliken_charge:R:1 method="wB97M-V/def2-TZVPD" orbital_gap_ev=9.76 e_tot_ev=-40097.6248 max_force_ha_per_bohr=0.05917 total_charge=0 lumo_energy_ev=0.264
C -1.357 0.610 -2.538 -0.264 0.314 0.002 -0.720
C -0.773 2.044 -2.839 -1.425 -0.412 -0.036 -0.242
N 0.449 2.377 -2.064 0.619 -0.660 -1.617 -0.349
B 1.609 2.680 -2.919 0.124 1.338 0.063 0.599
O 2.649 3.544 -2.424 0.414 -2.764 -1.201 -0.579
B 3.886 2.974 -2.802 0.103 0.441 0.380 0.535
O 4.060 1.680 -3.364 -2.007 0.702 0.092 -0.623
B 2.897 1.186 -4.003 0.115 0.571 -0.874 0.477
C 2.630 -0.326 -4.444 -0.715 0.346 0.118 -0.484
C 2.154 -1.117 -3.170 -0.104 -0.581 0.221 -0.067
O 3.095 -2.152 -2.842 -0.007 0.497 -0.286 -0.583
O 1.846 2.143 -4.223 0.433 -1.022 2.065 -0.342
H -1.624 0.039 -3.455 0.272 0.508 0.478 0.344
H -0.686 -0.038 -1.934 -0.190 0.527 -0.416 -0.012
H -2.287 0.730 -1.952 0.625 -0.248 -0.401 0.254
H -0.672 2.149 -3.940 0.377 0.062 0.696 0.167
H -1.569 2.769 -2.534 0.685 -0.438 -0.286 0.384
H 0.703 1.504 -1.589 -0.017 0.567 0.470 0.206
H 4.861 3.619 -2.584 0.011 -0.109 -0.023 -0.134
H 3.467 -0.815 -4.982 -0.413 0.074 0.665 0.345
H 1.750 -0.310 -5.135 0.789 0.044 0.366 0.190
H 1.166 -1.619 -3.326 0.571 0.658 -0.172 0.294
H 2.028 -0.462 -2.268 0.108 -0.203 -0.685 0.048
H 2.715 -2.662 -2.122 0.047 -0.057 0.072 0.319
C -1.900 -2.176 1.729 -0.031 -0.969 0.705 -0.348
C -1.202 -0.856 1.615 0.540 -0.021 -0.274 0.493
O -1.619 -0.376 0.345 -0.483 -0.229 0.599 -0.276
C -2.857 -0.919 0.140 -0.563 -0.115 -0.410 0.620
O -3.630 -0.546 -0.680 0.096 -0.042 0.130 -0.512
O -3.102 -1.939 0.998 0.260 0.379 -0.133 -0.348
F 0.150 -1.012 1.599 -0.009 0.150 0.025 -0.326
H -1.338 -2.986 1.254 0.136 0.243 -0.146 0.300
H -2.122 -2.459 2.771 0.006 0.228 -1.029 0.195
H -1.478 -0.135 2.383 0.174 0.059 0.021 0.232
C -1.176 -0.954 7.058 -0.046 -0.188 0.730 -0.439
C -0.968 0.132 6.045 0.655 0.172 -0.143 0.252
O -1.315 -0.508 4.827 -0.424 0.044 0.304 -0.204
C -2.232 -1.459 5.148 -0.550 -0.586 -0.052 0.644
O -2.937 -2.010 4.362 0.077 0.315 0.768 -0.562
O -2.248 -1.701 6.481 0.120 0.255 -0.389 -0.320
F 0.329 0.512 5.987 -0.098 0.078 -0.075 -0.271
H -0.300 -1.598 7.164 0.063 0.149 -0.160 0.289
H -1.449 -0.567 8.038 -0.203 -0.119 -0.089 0.268
H -1.601 1.011 6.190 0.131 0.043 -0.072 0.289